Entry 1:
C2H3Cl2NSSi | ωB97M-V with the def2-TZVPD basis set

The calculation puts the energy above the lowest of the compared OMol25 structures with the same formula, charge and spin at 2.491 eV. For the electronic energy, the calculation gives -1740.86333 Ha. For the HOMO-LUMO gap, the calculation gives 8.26 eV. As for the lowest unoccupied orbital energy: -2.75 eV. Its total charge is 0.

Structure (XYZ):
```
10
C2H3Cl2NSSi | the Open Molecules 2025 dataset | ωB97M-V with the def2-TZVPD basis set
C 0.5029 0.3410 -2.5224
C -1.0085 -0.4578 0.5809
N -0.0707 -0.1191 -3.3858
Si 0.7178 0.2839 0.8305
S 1.5661 1.5021 -0.7471
Cl 1.8760 -1.2918 1.1689
Cl 0.6943 1.5383 2.4059
H -0.9841 -1.4706 0.2495
H -1.6787 -0.4146 1.4719
H -1.6150 0.0887 -0.0524
```

Entry 2:
C26H30N4O4 | ωB97M-V with the def2-TZVPD basis set

The calculation puts the energy above the lowest of the compared OMol25 structures with the same formula, charge and spin at 2.085 eV. For the electronic energy, the calculation gives -1528.78460 Ha. For the HOMO-LUMO gap, the calculation gives 9.04 eV. As for the lowest unoccupied orbital energy: 0.33 eV. Its total charge is 0.

Structure (XYZ):
```
64
C26H30N4O4 | the Open Molecules 2025 dataset | ωB97M-V with the def2-TZVPD basis set
C -0.6077 5.0839 -6.0293
C -1.4772 4.2400 -5.1049
C -1.1057 4.3847 -3.6282
C 0.3254 3.9709 -3.2811
C 0.6109 2.4968 -3.5881
C 2.0005 2.1211 -3.1296
O 2.9346 2.0513 -3.9203
N 2.1955 1.9102 -1.8142
C 1.2370 1.9374 -0.7385
C 1.6799 0.7912 0.1812
C 1.1485 0.8574 1.6181
C 0.3656 -0.4347 1.6902
C -0.3577 -0.9037 2.8551
C -0.4423 -0.1322 4.0138
C -1.1324 -0.6167 5.1101
C -1.7604 -1.8465 5.0590
C -1.7018 -2.6186 3.8969
N -2.3474 -3.8548 3.8846
C -2.8675 -4.5734 2.8402
O -3.2301 -5.7180 3.0150
C -3.0175 -3.8675 1.5381
C -2.5948 -4.4951 0.3720
C -2.7518 -3.8654 -0.8493
C -3.3536 -2.6203 -0.9145
C -3.8085 -2.0081 0.2422
C -3.6416 -2.6257 1.4674
C -0.9733 -2.1537 2.8106
N 0.4012 -1.0863 0.5941
O 1.1388 -0.4479 -0.3446
C 3.2040 0.7863 0.0281
C 3.4922 1.4522 -1.3173
C 4.4436 2.6612 -1.1510
N 4.9052 3.1164 -2.3220
O 4.7272 3.1264 -0.0680
H 0.4190 4.7278 -6.0367
H -0.9869 5.0366 -7.0475
H -0.6112 6.1244 -5.7111
H -1.4145 3.1919 -5.4019
H -2.5193 4.5476 -5.2207
H -1.8009 3.7858 -3.0337
H -1.2379 5.4292 -3.3353
H 1.0341 4.5900 -3.8324
H 0.4883 4.1593 -2.2172
H 0.5860 2.3361 -4.6660
H -0.1410 1.8568 -3.1245
H 1.3038 2.8887 -0.1948
H 0.2180 1.7871 -1.0921
H 1.9529 0.8766 2.3538
H 0.5035 1.7229 1.7778
H 0.0329 0.8348 4.0639
H -1.1868 -0.0276 6.0132
H -2.3029 -2.2156 5.9172
H -2.4375 -4.3178 4.7817
H -2.1356 -5.4700 0.4373
H -2.4075 -4.3483 -1.7513
H -3.4768 -2.1297 -1.8686
H -4.2958 -1.0456 0.1896
H -4.0022 -2.1503 2.3683
H -0.8616 -2.7430 1.9167
H 3.6642 1.3892 0.8148
H 3.5922 -0.2289 0.0761
H 3.9221 0.7690 -2.0560
H 5.4811 3.9427 -2.3350
H 4.5074 2.7572 -3.1855
```

Entry 3:
C8H15FN | ωB97M-V with the def2-TZVPD basis set

The calculation puts the energy above the lowest of the compared OMol25 structures with the same formula, charge and spin at 5.413 eV. For the electronic energy, the calculation gives -467.98574 Ha. For the HOMO-LUMO gap, the calculation gives 9.42 eV. As for the lowest unoccupied orbital energy: -5.87 eV. Its total charge is +1.

Structure (XYZ):
```
25
C8H15FN | the Open Molecules 2025 dataset | ωB97M-V with the def2-TZVPD basis set
C -1.0587 1.9868 -1.0688
C -0.2786 1.0311 -1.4408
C -1.5807 1.7377 0.3156
C -0.9079 0.4158 0.7302
C 1.8553 1.2589 0.2701
C -0.2460 -2.4494 -0.0102
C 1.3503 -0.1064 -0.1126
C -0.6348 -1.3375 -0.9540
N -0.1342 -0.0418 -0.5086
F 0.7611 0.4090 -3.0457
H -1.5713 2.6693 -1.8851
H -1.3958 2.5677 0.9985
H -2.6798 1.7210 0.1602
H -0.2794 0.6383 1.5508
H -1.6091 -0.3821 1.0884
H 1.4943 1.5922 1.2675
H 2.9140 1.2922 0.0872
H 1.5331 2.0949 -0.2166
H -0.6451 -3.3897 -0.5913
H 0.8581 -2.5479 0.1500
H -0.5410 -2.2551 1.0355
H 1.3206 -0.7211 0.8185
H 1.9551 -0.6359 -0.7996
H -1.6317 -1.2824 -0.9477
H -0.1903 -1.4865 -1.8808
```

Entry 4:
C3H3N3S | ωB97M-V with the def2-TZVPD basis set

The calculation puts the energy above the lowest of the compared OMol25 structures with the same formula, charge and spin at 6.450 eV. For the electronic energy, the calculation gives -678.34225 Ha. For the HOMO-LUMO gap (spin up / spin down), the calculation gives 5.67 / 5.67 eV. As for the lowest unoccupied orbital energy (spin up / spin down): -3.34 / -3.34 eV. Its total charge is 0.

Structure (XYZ):
```
10
C3H3N3S | the Open Molecules 2025 dataset | ωB97M-V with the def2-TZVPD basis set
C 2.3102 -1.1951 -1.6147
C 0.8093 0.6177 1.1800
C -0.6351 -0.1171 -0.6001
N 2.7719 -2.1286 -1.1522
N 1.2062 1.0739 0.0182
N 0.5514 0.5875 -0.9557
S -0.5668 -0.4344 1.1952
H 1.4113 0.4988 2.0836
H -1.6583 0.5519 -0.7911
H -0.8103 -1.0230 -1.1662
```

Entry 5:
C6H13NO | ωB97M-V with the def2-TZVPD basis set

The calculation puts the energy above the lowest of the compared OMol25 structures with the same formula, charge and spin at 2.703 eV. For the electronic energy, the calculation gives -366.33455 Ha. For the HOMO-LUMO gap, the calculation gives 9.34 eV. As for the lowest unoccupied orbital energy: 0.36 eV. Its total charge is 0.

Structure (XYZ):
```
21
C6H13NO | the Open Molecules 2025 dataset | ωB97M-V with the def2-TZVPD basis set
C -0.2802 0.0224 -2.0430
C -0.8468 0.0627 -0.8301
C -2.0626 0.8958 -0.5586
C -0.3928 -0.9146 0.3941
C 0.2606 -2.2167 0.0009
O -1.0471 -0.8415 1.4349
H 0.6219 -0.5454 -2.2407
H -0.5471 0.7515 -2.8045
H -2.4557 0.7979 0.4561
H -1.8412 1.9602 -0.6920
H -2.8876 0.6276 -1.2252
H 0.6015 -2.2767 -1.0324
H -0.4381 -3.0404 0.1676
H 1.1390 -2.3575 0.6351
C 1.8665 0.6548 1.0052
N 1.1423 1.6429 1.7590
H 2.6831 1.1113 0.4405
H 2.2760 -0.1178 1.6585
H 1.1170 0.2549 0.1239
H 0.7416 2.3330 1.1286
H 0.3497 1.1956 2.2224
```

Entry 6:
C29H52Cl8F8O3Si | ωB97M-V with the def2-TZVPD basis set

The calculation puts the energy above the lowest of the compared OMol25 structures with the same formula, charge and spin at 0.000 eV. For the electronic energy, the calculation gives -6131.89508 Ha. For the HOMO-LUMO gap, the calculation gives 9.82 eV. As for the lowest unoccupied orbital energy: 0.49 eV. Its total charge is 0.

Structure (XYZ):
```
101
C29H52Cl8F8O3Si | the Open Molecules 2025 dataset | ωB97M-V with the def2-TZVPD basis set
C -2.8148 7.6036 1.6226
C -3.2025 6.8264 2.8787
C -4.3192 5.8153 2.6377
C -3.9343 4.7541 1.5865
C -3.7215 3.3914 2.2468
C -3.0065 2.3822 1.3402
C -2.1542 1.3948 2.1497
C -2.2846 -0.0431 1.6137
C -1.5186 -0.2532 0.3046
C -0.1034 -0.7750 0.4914
O 0.6797 0.1243 1.3290
C 1.4761 0.9362 0.5565
O 1.0792 2.0133 0.1787
C 2.8733 0.4253 0.2737
C 3.0341 -0.1438 -1.1371
O 2.3538 0.6920 -2.0404
C 2.4687 0.2978 -3.3746
C 1.2415 -0.4714 -3.8425
F 1.4846 -0.9544 -5.0853
F 1.0800 -1.5405 -3.0082
C -0.0844 0.3710 -3.7909
F 0.2408 1.6793 -3.5727
F -0.8420 -0.0599 -2.7439
C -0.9145 0.3278 -5.0915
F -0.1893 0.9833 -6.0505
F -1.1125 -0.9575 -5.4896
C -2.2980 1.0520 -5.0049
F -3.2876 0.1229 -5.0334
F -2.4246 1.7671 -3.8671
Si 0.0313 -2.5790 1.1278
C 0.9562 -3.6330 -0.1368
C 0.9622 -2.5294 2.7646
C -1.6547 -3.3974 1.3646
H -2.3866 8.5609 1.9084
H -2.0792 7.0856 1.0144
H -3.6762 7.8071 0.9900
H -3.5124 7.5458 3.6332
H -2.3417 6.2953 3.2802
H -5.2179 6.3594 2.3517
H -4.5248 5.2846 3.5654
H -3.0362 5.0566 1.0569
H -4.7437 4.6697 0.8622
H -4.6900 3.0102 2.5654
H -3.1315 3.5721 3.1452
H -2.3742 2.9499 0.6611
H -3.7377 1.8497 0.7367
H -2.4894 1.3683 3.1818
H -1.1008 1.6428 2.0865
H -3.3369 -0.2626 1.4335
H -1.9609 -0.7229 2.4019
H -2.0558 -0.8569 -0.4212
H -1.4184 0.7318 -0.1586
H 0.3465 -0.7821 -0.5076
H 3.5171 1.3001 0.3258
H 3.2124 -0.2990 1.0053
H 2.6303 -1.1567 -1.1383
H 4.0965 -0.2058 -1.3707
H 2.6526 1.1443 -4.0289
H 3.3063 -0.3877 -3.5158
H -2.4406 1.7110 -5.8583
H 1.4544 -4.4459 0.3832
H 0.2598 -3.9984 -0.8840
H 1.7297 -3.0313 -0.6037
H 1.7850 -1.8306 2.6708
H 0.2985 -2.2153 3.5643
H 1.3593 -3.5227 2.9554
H -2.2577 -3.2881 0.4665
H -1.4599 -4.4618 1.4831
H -2.1918 -3.0040 2.2186
Cl 1.8452 -7.3518 -1.4488
C 1.9317 -6.6631 -3.0929
C 3.2406 -5.9688 -3.3501
Cl 3.4056 -4.4815 -2.3753
H 1.0926 -5.9822 -3.2138
H 1.8151 -7.4881 -3.7913
H 3.2981 -5.6786 -4.3985
H 4.0873 -6.6119 -3.1240
Cl 4.2235 -0.6935 3.7143
C 3.2142 0.7502 3.9987
C 3.4536 1.3575 5.3557
Cl 2.8666 0.3135 6.6747
H 2.1737 0.4582 3.8673
H 3.4695 1.4727 3.2242
H 2.9134 2.2997 5.4307
H 4.5101 1.5477 5.5253
Cl -1.6127 3.3324 5.3006
C -0.4134 4.5509 5.7951
C -0.9517 5.4866 6.8472
Cl -2.2350 6.5379 6.1981
H -0.1074 5.0940 4.9041
H 0.4484 4.0127 6.1874
H -0.1517 6.1347 7.2012
H -1.3595 4.9448 7.6964
Cl 1.5613 -9.5209 -5.9086
C 1.6318 -8.7094 -7.4939
C 2.9254 -7.9656 -7.6976
Cl 3.0702 -6.5400 -6.6301
H 0.7748 -8.0453 -7.5688
H 1.5376 -9.4860 -8.2505
H 2.9775 -7.5978 -8.7207
H 3.7848 -8.6046 -7.5144
```